Computed, not measured: C30H39AsN11O2S4V as an isolated structure, with the ωB97M-V functional and the def2-TZVPD basis.

The geometry in XYZ format:
```
88
Properties=species:S:1:pos:R:3:forces:R:3
V 0.175 0.453 0.618 -0.46 0.73 -0.86
S -1.985 5.277 -2.202 -0.08 -0.05 0.14
As -2.787 4.470 -0.363 -0.16 0.01 -0.13
S -0.752 3.144 0.415 0.25 -0.19 0.09
S -0.801 1.626 -0.967 -0.09 0.52 -0.17
S -4.105 2.817 -0.789 -0.06 -0.02 0.02
C -2.763 -1.096 -1.516 -0.11 0.09 0.01
N -1.313 -1.132 -1.498 0.01 -0.19 -0.25
C -0.780 -0.776 -2.807 -0.09 -0.04 -0.01
C -0.793 -2.398 -1.043 0.05 0.19 -0.02
C 0.688 -2.308 -0.773 0.20 -0.23 0.30
C 1.516 -3.331 -1.234 0.05 0.04 0.12
C 2.863 -3.380 -0.881 -0.11 0.09 0.06
C 3.379 -2.374 -0.076 -0.16 -0.02 -0.04
C 2.556 -1.321 0.328 -0.05 -0.11 -0.13
C 1.186 -1.236 0.005 0.89 -0.77 -0.16
H -3.180 -1.753 -2.301 0.03 0.00 0.03
H -3.097 -0.068 -1.689 0.00 -0.07 0.01
H -3.154 -1.422 -0.548 0.03 -0.01 -0.12
H -1.087 -1.510 -3.576 0.01 0.01 0.04
H 0.308 -0.737 -2.768 0.00 0.01 0.00
H -1.151 0.210 -3.091 0.00 -0.10 -0.02
H -1.006 -3.223 -1.754 -0.01 0.00 -0.03
H -1.314 -2.638 -0.109 0.05 0.09 -0.26
H 1.102 -4.109 -1.871 -0.03 0.02 0.04
H 3.489 -4.196 -1.228 0.00 0.05 -0.01
H 4.420 -2.403 0.229 0.01 0.05 -0.03
H 3.009 -0.522 0.905 -0.01 0.01 0.02
C -0.020 -1.830 3.264 0.04 0.01 0.05
C -1.240 -1.216 2.682 -0.03 0.27 -0.12
N -1.292 -0.414 1.644 -1.27 -0.19 0.62
C -2.623 0.012 1.501 0.52 0.06 -0.15
C -3.362 -0.569 2.462 0.11 -0.25 0.25
N -2.475 -1.346 3.214 -0.52 -0.01 0.05
C -2.835 -2.234 4.269 -0.06 -0.09 -0.24
N -3.451 -3.462 3.763 0.33 0.62 0.10
N -4.508 -3.962 4.410 -0.05 0.31 0.44
N -4.893 -5.034 3.851 -0.10 -0.64 -0.53
C -4.068 -5.265 2.760 -0.37 -0.11 0.36
C -4.077 -6.294 1.817 -0.17 -0.23 -0.03
C -3.137 -6.244 0.824 0.27 0.13 -0.15
C -2.184 -5.190 0.758 -0.14 -0.40 -0.18
C -2.157 -4.187 1.683 -0.09 0.25 0.39
C -3.132 -4.248 2.697 0.38 0.21 -0.14
H 0.800 -1.716 2.560 0.06 -0.01 -0.06
H -0.150 -2.894 3.475 0.01 -0.02 -0.02
H 0.242 -1.311 4.188 0.00 0.03 0.00
H -2.917 0.712 0.722 0.06 0.04 0.14
H -4.414 -0.507 2.694 0.11 -0.02 0.02
H -3.568 -1.776 4.923 -0.11 0.00 0.08
H -1.945 -2.468 4.842 0.12 -0.09 0.10
H -4.805 -7.094 1.878 0.02 0.06 -0.02
H -3.116 -7.019 0.069 0.03 0.02 -0.02
H -1.459 -5.169 -0.046 -0.06 -0.05 0.01
H -1.432 -3.385 1.613 -0.13 -0.18 0.10
C 0.844 3.248 -3.706 0.16 0.13 0.02
N 1.729 4.032 -4.611 -0.02 -0.07 0.12
C 2.083 5.271 -3.901 0.00 -0.22 0.11
N 2.775 5.016 -2.629 -0.07 -0.13 0.01
C 1.865 4.195 -1.781 0.08 -0.08 -0.27
N 1.512 2.938 -2.448 0.44 0.34 -0.13
C 2.726 2.189 -2.709 0.01 0.23 -0.15
N 3.670 2.942 -3.582 -0.10 -0.03 0.06
C 2.953 3.259 -4.826 -0.08 0.07 0.21
C 3.970 4.218 -2.911 -0.24 -0.06 -0.06
H 0.569 2.316 -4.208 0.01 -0.01 -0.01
H -0.060 3.824 -3.494 0.00 -0.03 0.00
H 1.166 5.824 -3.694 -0.03 0.02 0.01
H 2.735 5.870 -4.543 0.04 0.03 -0.03
H 0.952 4.754 -1.575 -0.01 0.01 -0.02
H 2.373 3.961 -0.844 -0.03 0.01 0.02
H 2.473 1.252 -3.215 0.01 -0.01 0.02
H 3.218 1.962 -1.762 0.02 -0.01 0.01
H 2.687 2.323 -5.322 0.01 -0.05 -0.03
H 3.624 3.826 -5.478 0.02 0.04 -0.03
H 4.636 4.796 -3.559 0.04 0.03 0.00
H 4.480 4.007 -1.969 0.02 -0.03 0.02
O 2.881 1.917 0.820 0.03 -0.03 -0.14
C 2.290 2.006 1.879 -0.42 -0.37 0.23
C 2.742 2.853 3.047 -0.14 0.14 0.30
C 1.610 2.711 4.061 0.16 0.08 -0.18
C 0.682 1.673 3.450 0.33 -0.22 -0.62
O -0.297 1.236 4.026 0.00 -0.16 -0.03
N 1.135 1.310 2.189 0.60 0.39 0.87
H 2.919 3.871 2.710 0.00 0.05 -0.05
H 3.686 2.451 3.418 0.07 0.01 -0.04
H 1.035 3.625 4.196 -0.01 0.05 0.02
H 1.936 2.362 5.038 -0.02 0.02 0.12
```
Forces are in eV/Å.

The value obtained for the energy above the lowest of the compared OMol25 structures with the same formula, charge and spin is 34.0 kJ/mol. The spin multiplicity is 3. The value obtained for the HOMO-LUMO gap (alpha / beta) is 0.1552 / 0.1562 Eh. For the largest force on an atom, the calculation gives 1.43 eV/Å. As for the charge: -2. The expectation value of S² is 2.0447.


Computed, not measured: a 17-piece molecular cluster, C18H70O17 overall, with the ωB97M-V functional and the def2-TZVPD basis.

The geometry in XYZ format:
```
105
Properties=species:S:1:pos:R:3:forces:R:3
C 0.926 2.169 2.697 -0.62 1.06 0.11
C 0.823 1.755 1.243 2.26 -0.80 -0.60
C 1.588 0.443 0.954 -0.11 -0.59 0.20
O -0.458 1.637 0.734 -1.44 -0.22 -0.04
H 0.973 1.375 3.407 0.08 -1.03 0.25
H 0.044 2.752 3.014 0.38 0.11 -0.29
H 1.817 2.778 2.850 -0.03 0.06 -0.02
H 1.323 2.494 0.602 0.14 0.26 0.35
H 1.281 -0.425 1.600 0.36 1.00 -0.19
H 2.677 0.627 0.998 -0.46 -0.22 0.24
H 1.395 0.065 -0.058 -0.01 0.36 -0.10
H -1.055 2.283 1.175 -0.15 -0.16 -0.17
C -1.479 2.944 -2.832 0.77 -1.04 -0.63
C -0.187 2.419 -3.561 -1.79 0.58 0.98
C 0.504 3.466 -4.407 0.80 0.17 -1.99
O 0.764 2.064 -2.561 1.26 0.01 -0.26
H -1.325 3.851 -2.299 0.59 0.84 0.53
H -1.858 2.207 -2.116 0.08 -0.10 -0.15
H -2.263 3.162 -3.529 -0.49 -0.09 -0.62
H -0.475 1.486 -4.079 0.21 0.74 -0.31
H 0.603 4.450 -3.943 0.12 -0.31 0.50
H 0.097 3.730 -5.414 -0.57 -0.65 0.83
H 1.503 3.091 -4.730 -0.41 0.21 0.69
H 0.396 1.747 -1.741 -0.66 0.05 0.46
C 3.249 3.779 -1.624 -0.09 0.29 0.19
C 4.197 2.735 -2.173 -1.46 -0.69 2.39
C 5.415 2.608 -1.326 0.36 0.25 0.32
O 3.540 1.447 -2.184 0.90 0.34 0.11
H 3.856 4.586 -1.266 0.31 0.94 -0.18
H 2.661 3.533 -0.732 0.17 -0.70 -0.31
H 2.571 4.108 -2.392 -0.34 0.32 -0.16
H 4.476 2.968 -3.152 0.42 0.52 -1.74
H 6.052 1.948 -1.873 0.78 -0.84 0.23
H 5.187 2.275 -0.306 0.05 -0.24 -0.32
H 5.955 3.549 -1.234 -0.12 0.16 -0.12
H 2.693 1.611 -2.587 -0.95 -0.19 -0.37
C -5.480 -0.375 -1.645 -2.60 -0.03 1.01
C -5.137 0.990 -1.117 0.95 -0.39 0.72
C -6.319 1.741 -0.566 1.10 0.67 -0.80
O -4.212 0.839 0.014 -1.76 0.95 0.19
H -4.704 -0.841 -2.154 1.32 -0.75 -1.33
H -6.462 -0.396 -2.175 0.98 0.29 -0.37
H -5.739 -1.050 -0.812 0.39 0.39 0.19
H -4.642 1.676 -1.828 -0.13 -0.61 -0.20
H -6.836 1.147 0.163 -0.36 -0.08 0.46
H -6.980 2.063 -1.392 0.22 -0.05 0.57
H -5.748 2.577 -0.139 -1.16 0.31 0.37
H -3.409 0.406 -0.245 1.06 -0.66 -0.63
C -3.507 -3.266 0.413 1.09 0.87 0.04
C -2.048 -3.787 0.426 0.11 0.27 -2.13
C -1.796 -4.805 -0.692 -0.79 -0.05 -1.29
O -1.154 -2.650 0.230 -1.43 0.07 1.36
H -4.204 -4.052 0.623 -0.37 -0.69 -0.29
H -3.766 -2.712 -0.541 0.39 -0.73 1.13
H -3.608 -2.609 1.284 -0.07 0.37 -0.31
H -1.782 -4.263 1.349 -0.06 -0.05 0.81
H -2.221 -4.457 -1.682 0.48 -0.12 1.08
H -2.333 -5.729 -0.463 0.00 -0.01 0.11
H -0.752 -5.083 -0.901 -0.22 0.37 0.44
H -0.395 -2.871 -0.308 0.85 -0.37 -0.93
C 0.341 -3.895 3.928 0.29 0.90 0.79
C 0.451 -2.691 4.878 -3.28 -0.12 -0.58
C 1.416 -2.886 6.019 -0.02 1.45 -0.79
O 0.722 -1.504 4.098 1.43 -0.40 1.36
H 1.344 -4.218 3.690 0.24 -0.29 -0.35
H -0.168 -3.532 3.038 -0.13 -0.41 -0.15
H -0.201 -4.681 4.447 -0.09 -0.26 -0.26
H -0.642 -2.575 5.315 1.99 0.02 -0.52
H 1.378 -1.937 6.560 0.43 -0.24 0.35
H 2.408 -3.089 5.636 0.37 0.14 -0.07
H 1.147 -3.699 6.655 -0.45 -0.53 0.43
H -0.025 -1.245 3.556 -0.78 -0.04 -0.36
O -2.317 3.011 1.962 0.29 1.03 -0.64
H -2.986 2.417 2.298 -0.88 -0.43 0.36
H -2.775 3.558 1.300 0.14 -0.33 0.42
O 5.279 -0.906 1.495 -1.34 0.56 0.39
H 4.566 -1.152 2.130 0.31 0.50 -0.14
H 5.909 -1.587 1.632 1.13 -0.93 0.01
O 3.567 -1.173 3.760 2.42 -0.49 0.01
H 3.827 -1.038 4.675 0.03 0.03 -0.06
H 2.668 -0.954 3.717 -2.57 0.28 -0.02
O 2.569 0.191 -4.711 -0.83 -0.50 -0.14
H 2.751 -0.381 -3.953 0.45 -0.11 0.32
H 1.875 -0.343 -5.137 0.30 0.44 -0.13
O 4.366 -0.882 -1.062 -0.01 0.80 0.23
H 4.713 -0.782 -0.138 -0.39 -0.07 -0.65
H 4.070 0.001 -1.422 0.46 -0.65 0.54
O 2.996 -2.214 -2.755 0.58 0.92 1.70
H 3.345 -1.790 -1.856 -0.55 -0.65 -1.60
H 3.854 -2.415 -3.136 0.04 -0.27 -0.34
O -1.732 -0.256 -0.786 0.25 -0.86 0.07
H -1.106 0.398 -0.419 -0.23 -0.28 0.47
H -1.478 -1.185 -0.439 -0.42 1.39 -0.51
O -4.671 1.570 3.094 1.16 -1.72 0.63
H -4.884 1.096 2.253 0.41 0.22 0.76
H -4.196 0.900 3.702 -1.28 1.41 -1.67
O -1.391 -0.736 2.345 -0.18 0.09 0.32
H -1.462 0.192 2.038 0.25 -0.95 -0.33
H -1.376 -1.363 1.588 0.09 0.68 0.19
O 0.460 -2.813 -1.872 0.55 -0.68 0.26
H 0.195 -2.097 -2.467 -0.33 0.44 -0.05
H 1.406 -2.883 -2.090 -0.07 -0.19 0.10
O -0.205 -0.541 -3.054 1.70 -0.29 -2.01
H -0.770 -0.203 -2.394 -1.56 0.44 1.62
H 0.524 0.105 -3.117 -0.19 -0.43 -0.01
```
Forces are in eV/Å.

The value obtained for the energy above the lowest of the compared OMol25 structures with the same formula, charge and spin is 0.0 kJ/mol. The spin multiplicity is 1. The value obtained for the HOMO-LUMO gap is 0.3838 Eh. For the largest force on an atom, the calculation gives 3.33 eV/Å.


Computed, not measured: a 2-piece molecular cluster, C10H18O4Se overall, with the ωB97M-V functional and the def2-TZVPD basis.

The geometry in XYZ format:
```
33
Properties=species:S:1:pos:R:3:forces:R:3
C -0.409 -0.922 -1.365 1.13 0.38 -0.73
C -0.449 1.127 -0.107 -0.86 2.87 -0.47
C 2.850 0.790 0.791 0.80 0.17 2.87
C -2.788 -2.080 -2.530 -1.23 -1.31 1.01
C -0.455 3.461 2.618 0.54 -0.19 2.05
C 1.474 -2.327 1.001 -0.06 -2.20 0.87
C 2.373 0.419 -0.547 1.76 -0.35 -0.94
C -1.457 -2.748 -2.139 -1.52 -0.70 -1.78
C -1.253 2.782 1.522 -1.61 1.61 -2.23
C -0.043 -0.247 -0.137 -1.61 0.27 0.90
O -0.346 -0.451 -2.493 -0.09 -0.94 1.57
O -0.671 1.864 -1.064 0.33 -1.15 1.34
O -0.838 -2.163 -1.047 0.05 0.74 0.16
O -0.578 1.574 1.190 0.53 -0.39 -0.71
Se 0.099 -1.045 1.534 0.51 -0.20 -0.42
H 2.114 0.512 1.676 1.23 0.91 -1.79
H 3.806 0.251 1.163 -1.29 0.69 -1.01
H 3.080 1.896 0.873 -0.42 -1.16 -0.01
H -3.279 -2.716 -3.329 0.98 1.44 0.05
H -3.578 -2.235 -1.755 0.83 0.23 0.10
H -2.638 -1.005 -2.610 -0.41 -0.19 -0.97
H 0.484 4.040 2.275 -1.97 -0.48 0.14
H -1.183 4.085 3.322 1.91 -1.22 -1.45
H 0.055 2.599 3.177 -1.06 1.27 -0.09
H 2.064 -2.714 1.940 -1.28 0.85 -1.80
H 0.892 -3.190 0.520 1.27 1.14 0.62
H 2.159 -1.835 0.295 -0.39 -0.38 0.42
H 2.739 -0.485 -1.045 -0.18 0.20 0.34
H 1.984 1.127 -1.259 -0.26 0.29 0.20
H -0.787 -2.596 -3.014 -0.36 -1.01 0.48
H -1.743 -3.756 -1.816 0.83 -0.10 -0.50
H -1.353 3.573 0.632 0.29 -2.16 1.44
H -2.328 2.415 1.728 1.60 1.08 0.34
```
Forces are in eV/Å.

The spin multiplicity is 3. The value obtained for the HOMO-LUMO gap (alpha / beta) is 0.2728 / 0.2480 Eh. For the largest force on an atom, the calculation gives 3.19 eV/Å. The expectation value of S² is 2.0118.


Computed, not measured: an isolated ion of composition C3H4N3 and charge +1, with the ωB97M-V functional and the def2-TZVPD basis.

The geometry in XYZ format:
```
10
Properties=species:S:1:pos:R:3:forces:R:3
C 0.950 -1.502 -0.358 0.52 0.06 0.27
C 0.028 1.262 -0.292 1.17 0.23 -0.81
C -0.842 -0.442 0.865 -0.72 -0.02 0.42
N -0.005 -1.228 0.295 0.04 0.14 -0.14
N 1.066 1.063 -0.833 -0.45 0.26 -0.13
N -1.049 0.809 0.213 -0.91 -0.57 0.65
H 1.229 -2.188 -1.125 -0.14 -0.32 -0.45
H -1.246 -0.616 1.844 0.07 0.05 0.15
H 1.950 1.531 -0.930 0.28 0.13 0.22
H -1.946 1.284 0.216 0.13 0.05 -0.18
```
Forces are in eV/Å.

The value obtained for the energy above the lowest of the compared OMol25 structures with the same formula, charge and spin is 144.1 kJ/mol. The spin multiplicity is 1. The value obtained for the HOMO-LUMO gap (alpha / beta) is 0.2983 / 0.2984 Eh. For the largest force on an atom, the calculation gives 1.44 eV/Å. As for the charge: +1.